Record 1
DFT (ωB97M-V with the def2-TZVPD basis set) results for C3H8O as an isolated structure.

## Properties
Energy relative to the best compared isomer or geometry (same formula, charge and spin) ... 139.7 kcal per mole
Gap between HOMO and LUMO ... 0.25007 Eh
E_LUMO ... -0.039 Eh
DFT total energy ... -5282.0930 eV
E_HOMO ... -7.8573 eV

Geometry as ORCA input:
```
! wB97M-V def2-TZVPD RIJCOSX def2/J DEFGRID3
* xyz 0 1
C 1.23 0.14 -0.05
C 0.09 -0.25 0.95
C -1.03 -0.96 0.29
O -0.33 1.64 -1.33
H 0.76 0.89 -0.70
H 1.80 -0.66 -0.56
H 1.93 0.83 0.49
H -0.08 0.16 1.94
H -1.79 -1.28 1.02
H -0.78 -1.82 -0.39
H -0.83 0.28 0.17
H -0.97 1.03 -1.83
*
```

Record 2
DFT (ωB97M-V with the def2-TZVPD basis set) results for C20H18BrF5N3NiO3Te as an isolated structure.

## Properties
Energy relative to the best compared isomer or geometry (same formula, charge and spin) ... 0.0 kcal per mole
Gap between HOMO and LUMO ... 0.21328 Eh
E_LUMO ... -0.189 Eh
DFT total energy ... -163605.3741 eV
E_HOMO ... -10.9571 eV

Geometry as ORCA input:
```
! wB97M-V def2-TZVPD RIJCOSX def2/J DEFGRID3
* xyz 1 1
Ni -0.02 0.63 -1.90
C 2.67 -0.27 -2.99
O 1.82 -0.12 -1.84
C 2.41 -0.12 -0.59
C 3.76 -0.19 -0.35
C 4.19 -0.18 0.98
Br 6.03 -0.25 1.33
C 3.29 -0.12 2.02
C 1.92 -0.07 1.77
C 1.51 -0.04 0.45
O 0.16 0.12 0.06
C 0.99 -0.06 2.91
N 1.38 0.20 4.13
C 0.25 0.06 4.91
C 0.10 0.21 6.29
C -1.15 0.02 6.82
C -2.25 -0.32 6.01
C -2.12 -0.48 4.65
C -0.85 -0.30 4.13
N -0.35 -0.35 2.83
H 3.22 -1.20 -2.91
H 3.35 0.58 -3.07
H 2.01 -0.29 -3.86
H 4.49 -0.22 -1.15
H 3.62 -0.12 3.05
H -0.19 0.90 0.52
H 0.95 0.46 6.91
H -1.30 0.13 7.89
H -3.23 -0.45 6.47
H -2.97 -0.74 4.03
H -0.83 -0.74 2.04
F -0.78 2.72 -0.97
Te 0.32 3.34 -2.42
F -1.28 3.97 -3.07
F 0.37 4.85 -1.37
F 1.65 2.68 -1.29
F 1.51 4.24 -3.47
O 0.27 1.79 -3.39
N -1.92 0.59 -2.25
C -2.25 -0.69 -2.86
C -3.33 -1.42 -2.40
C -3.62 -2.64 -3.00
C -2.84 -3.12 -4.03
C -1.75 -2.38 -4.48
C -1.45 -1.16 -3.89
H -2.53 0.82 -1.47
H -1.97 1.35 -2.93
H -3.95 -1.04 -1.60
H -4.48 -3.21 -2.65
H -3.07 -4.07 -4.49
H -1.13 -2.76 -5.28
H -0.61 -0.57 -4.25
*
```